Entry from OMol25: a gas-phase ion, CBrClFO2S (charge -1) (ωB97M-V/def2-TZVPD).

For the LUMO energy, the calculation gives 0.1190 Ha. The value obtained for the HOMO energy is -4.2 eV. The net charge is -1.

Geometry (Å):
C (-0.548210, -0.311274, 0.390528)
O (1.278265, -0.071296, -1.710428)
O (1.592615, 1.482725, 0.163619)
F (0.159316, -1.078491, 1.456405)
S (0.673958, 0.923946, -0.829028)
Cl (-1.713936, 0.704502, 1.213124)
Br (-1.442006, -1.650112, -0.684219)

Forces on atoms 1 to 2 (eV/Å):
C 1.7 -1.1 1.4
O 0.1 -0.2 -0.1

=====

Entry from OMol25: 2 unconnected molecules or ions with the total composition CBrF2NO (ωB97M-V/def2-TZVPD).

For the LUMO energy, the calculation gives -0.0833 Ha. The value obtained for the HOMO energy is -10.1 eV.

Geometry (Å):
O (-1.383287, -1.216395, -0.286521)
N (-0.890724, -0.164672, 0.013444)
C (-0.117942, 0.507214, 0.515594)
F (0.186129, 1.768404, 0.518093)
F (1.812443, -1.114282, -0.454700)
Br (3.319363, -0.139103, 0.060184)

Forces on atoms 1 to 2 (eV/Å):
O -0.8 0.1 -0.5
N -2.4 -4.4 -1.4

=====

Entry from OMol25: 2 unconnected molecules or ions with the total composition CBrF3O3S (ωB97M-V/def2-TZVPD).

For the LUMO energy (spin up / spin down), the calculation gives -0.1011 / -0.0990 Ha. The value obtained for the HOMO energy (spin up / spin down) is -10.5 / -10.1 eV.

Geometry (Å):
C (-1.054673, -0.743841, 0.151394)
O (-0.794154, 1.804343, -0.854741)
O (0.070578, 1.551487, 1.416654)
O (2.429383, 0.200542, -1.096780)
F (-1.079873, -1.386167, -1.005819)
F (-2.241376, -0.262962, 0.347102)
F (-0.821662, -1.614324, 1.189079)
S (-0.048791, 1.028111, 0.086376)
Br (3.540567, -0.577190, -0.233265)

Forces on atoms 1 to 2 (eV/Å):
C -0.4 -1.0 0.9
O -0.3 -0.2 -0.7

=====

Entry from OMol25: a single CBrFN2O4 molecule (ωB97M-V/def2-TZVPD).

For the LUMO energy, the calculation gives -0.0463 Ha. The value obtained for the HOMO energy is -11.8 eV.

Geometry (Å):
O (0.495297, -1.752256, -1.324170)
N (-0.176119, -1.265550, -0.502981)
O (-1.318037, -1.551369, -0.164722)
C (0.584531, -0.059153, 0.384252)
F (0.273218, -0.395760, 1.689523)
Br (2.498698, -0.014214, 0.006257)
N (-0.096513, 1.225104, 0.027327)
O (-0.091079, 1.407130, -1.154350)
O (-0.550453, 1.871858, 0.907565)

Forces on atoms 1 to 2 (eV/Å):
O 0.9 -0.9 -1.6
N -1.3 1.1 2.1

=====

Entry from OMol25: a single CBrFO molecule (ωB97M-V/def2-TZVPD).

For the LUMO energy, the calculation gives 0.0046 Ha. The value obtained for the HOMO energy is -11.1 eV.

Geometry (Å):
O (0.861452, -0.437997, 1.073810)
C (0.099783, 0.019277, 0.042175)
F (0.221493, 1.224191, -0.278588)
Br (-1.182728, -0.805471, -0.837397)

Forces on atoms 1 to 2 (eV/Å):
O -5.1 2.4 -6.9
C 6.4 -3.6 9.1

=====

Entry from OMol25: 2 unconnected molecules or ions with the total composition CBrIN4 (ωB97M-V/def2-TZVPD).

For the LUMO energy, the calculation gives -0.0484 Ha. The value obtained for the HOMO energy is -9.6 eV.

Geometry (Å):
C (1.577503, 1.757568, -0.627996)
N (1.194322, 2.664028, -1.218199)
N (-0.764440, -0.220176, -0.043190)
N (-0.111119, -2.191760, 0.951408)
N (-0.462833, -1.211802, 0.557185)
Br (2.490691, 0.735738, 0.464977)
I (-2.438850, 0.914083, 0.303581)

Forces on atoms 1 to 2 (eV/Å):
C 0.1 1.1 -0.2
N -0.5 0.0 -0.5

=====

Entry from OMol25: a single CBrIN4 molecule (ωB97M-V/def2-TZVPD).

For the LUMO energy, the calculation gives -0.0188 Ha. The value obtained for the HOMO energy is -9.1 eV.

Geometry (Å):
C (-0.857003, 0.846951, -0.108626)
N (0.113646, 1.570586, -0.028770)
N (1.458775, 1.043410, -0.025456)
N (1.440168, -0.162263, 0.073938)
N (0.362347, -0.824023, 0.106155)
Br (0.155387, -2.501599, -0.022259)
I (-2.673319, 0.026935, 0.005015)

Forces on atoms 1 to 2 (eV/Å):
C 2.6 -1.9 0.7
N -2.4 0.7 -0.6

=====

Entry from OMol25: a single CBrN3O2 molecule (ωB97M-V/def2-TZVPD).

For the LUMO energy, the calculation gives -0.0701 Ha. The value obtained for the HOMO energy is -11.2 eV.

Geometry (Å):
N (0.005245, -0.753646, 2.771145)
C (0.030896, -0.582761, 1.637388)
N (0.121934, -0.508654, 0.327480)
N (-0.253926, 0.479380, -0.317098)
O (-0.790170, 1.492903, 0.016222)
O (-0.072331, 0.492804, -1.706768)
Br (0.958352, -0.620026, -2.728370)

Forces on atoms 1 to 2 (eV/Å):
N 0.0 -0.1 0.6
C -0.4 0.6 0.5

=====

Entry from OMol25: a molecular structure, CCaF3OS (ωB97M-V/def2-TZVPD).

For the LUMO energy, the calculation gives -0.2103 Ha. The value obtained for the HOMO energy is -15.2 eV. The net charge is +1.

Geometry (Å):
Ca (2.062033, -0.806802, -0.380650)
S (-0.080619, 1.639269, 0.331416)
O (1.262831, 1.034877, -0.151908)
C (-1.194710, 0.422246, 0.084899)
F (-2.406524, 0.566602, 0.461032)
F (1.374381, -2.368049, 0.444463)
F (-1.017395, -0.488144, -0.789249)

Forces on atoms 1 to 2 (eV/Å):
Ca 2.0 -1.4 -0.9
S 0.6 -0.9 0.5

=====

Entry from OMol25: 2 unconnected molecules or ions with the total composition CCl5O2P (ωB97M-V/def2-TZVPD).

For the LUMO energy (spin up / spin down), the calculation gives -0.1212 / -0.1212 Ha. The value obtained for the HOMO energy (spin up / spin down) is -9.7 / -9.7 eV.

Geometry (Å):
C (1.660132, 1.036362, -0.161554)
O (-0.595802, -0.788444, 1.585401)
O (0.039280, -0.972324, -0.803674)
P (-1.067282, -0.788376, 0.185932)
Cl (1.110488, 1.584181, -1.668766)
Cl (2.824838, -0.173501, -0.049197)
Cl (0.816269, 1.422546, 1.158976)
Cl (-2.250939, 0.837575, -0.127768)
Cl (-2.536984, -2.158019, -0.119350)

Forces on atoms 1 to 2 (eV/Å):
C -0.9 -1.4 -1.0
O -0.5 0.3 0.8

=====

Entry from OMol25: 2 unconnected molecules or ions with the total composition CCl6P (ωB97M-V/def2-TZVPD).

For the LUMO energy, the calculation gives -0.2521 Ha. The value obtained for the HOMO energy is -14.3 eV. The net charge is +1.

Geometry (Å):
C (-1.568165, 0.047446, 0.076843)
P (1.070835, -0.124031, -0.124330)
Cl (-1.649889, -0.026625, 1.682987)
Cl (-1.888765, -1.432610, -0.820563)
Cl (-1.613018, 1.463138, -0.780754)
Cl (2.202175, -1.578854, -0.858270)
Cl (1.880539, 1.557570, -0.920681)
Cl (1.566289, 0.093969, 1.744767)

Forces on atoms 1 to 2 (eV/Å):
C 0.8 -1.9 -2.5
P 0.0 0.7 -1.0

=====

Entry from OMol25: a molecular structure, CCl9O39Y (ωB97M-V/def2-TZVPD).

For the LUMO energy, the calculation gives 0.3661 Ha. The value obtained for the HOMO energy is 9.1 eV. The net charge is -8.

Geometry (Å):
Y (-12.552932, 0.911260, -5.211083)
Cl (-15.141457, -0.933322, -7.281813)
O (-16.316178, -0.069204, -7.504421)
O (-13.936844, -0.130874, -6.802806)
O (-15.429708, -1.932780, -6.321347)
O (-14.854649, -1.469171, -8.579701)
Cl (-7.031018, -6.176796, -12.233246)
O (-6.543859, -4.929609, -11.775700)
O (-6.758373, -6.347170, -13.543428)
O (-6.679357, -7.063044, -11.187563)
O (-8.508271, -6.177932, -12.370363)
Cl (-12.186938, -1.992542, -3.404653)
O (-11.129563, -2.232099, -4.351525)
O (-11.675269, -1.631695, -2.087802)
O (-12.995529, -0.969482, -4.009959)
O (-12.967711, -3.171252, -3.290365)
Cl (-16.781381, 1.216739, -3.033977)
O (-17.421437, 2.254516, -2.314059)
O (-17.839124, 0.748980, -3.928914)
O (-15.609873, 1.592015, -3.818409)
O (-16.519364, 0.037817, -2.278869)
Cl (-18.627960, -7.819401, -8.236323)
O (-17.391906, -6.975236, -8.489219)
O (-18.319106, -9.257991, -8.325165)
O (-18.989516, -7.668156, -6.820938)
O (-19.834928, -7.382601, -9.137372)
Cl (-11.258033, 7.500608, -8.175928)
O (-14.872045, 5.109446, -3.420177)
O (-10.400387, 7.473990, -9.385595)
O (-11.408764, 9.080113, -7.885200)
O (-12.555005, 6.866274, -8.398671)
Cl (-10.649341, 2.317351, -8.014544)
O (-9.276014, 1.919431, -8.248175)
O (-11.372809, 2.388952, -9.198695)
O (-11.244873, 1.267783, -7.147089)
O (-10.689042, 3.473887, -7.276771)
Cl (-9.634217, 1.737870, -3.083779)
O (-10.710816, 1.195295, -4.102334)
O (-10.299331, 2.622834, -2.159615)
O (-9.090993, 0.707483, -2.356966)
O (-8.603745, 2.292335, -3.872397)
Cl (-24.668923, 0.221175, -13.472740)
O (-24.019676, -1.012120, -13.007978)
O (-24.004365, 1.121689, -14.326253)
O (-25.826865, -0.192486, -14.094971)
O (-25.257874, 1.070182, -12.267109)
C (-21.800454, -0.469499, -16.011792)
O (-13.248368, 3.181363, -5.282113)
O (-21.640087, -1.409074, -15.365982)
O (-21.949169, 0.466559, -16.659503)

Forces on atoms 1 to 2 (eV/Å):
Y -2.1 4.9 -1.9
Cl -1.7 2.5 -1.0

=====

Result set for molar mass: 210.4 159.9 229.0 202.9 126.9 274.8 274.8 165.9 157.1 252.2 255.7 1044.0 g/mol, one per record in the order listed.
Result set for strongest force on any atom: 2.70 5.41 4.23 3.10 11.72 2.62 6.29 2.61 3.09 2.02 3.23 9.52 eV/Å, one per record in the order listed.